C48H40N2O3 | ωB97M-V/def2-TZVPD

Properties
- Total energy: -2188.34245 Eh
- HOMO-LUMO gap: 7.6 eV
- HOMO energy: -7.2706 eV

Each line ends with the Löwdin charge.
Positions of all 93 atoms, in Å:
C: -4.526 -1.563 3.489  -0.071
C: -3.510 -2.541 2.986  -0.215
O: -2.319 -1.807 2.573  0.019
C: -1.343 -2.678 2.276  -0.436
C: -0.074 -2.066 1.668  -0.112
C: 0.966 -2.137 2.761  -0.323
C: 1.484 -0.820 3.274  -0.154
C: 0.682 0.307 3.512  -0.017
C: 1.226 1.424 4.167  -0.070
C: 2.593 1.451 4.495  -0.079
C: 3.406 0.356 4.181  -0.072
C: 2.847 -0.775 3.600  -0.037
O: 1.396 -3.189 3.190  0.149
O: -1.526 -3.886 2.423  0.086
H: -5.473 -2.085 3.640  0.081
H: -4.221 -1.158 4.458  0.081
H: -4.702 -0.755 2.775  0.082
H: -3.201 -3.237 3.768  0.128
H: -3.886 -3.099 2.116  0.128
H: -0.277 -1.028 1.381  0.157
H: -0.367 0.243 3.212  0.112
H: 0.582 2.281 4.402  0.105
H: 3.036 2.331 4.967  0.103
H: 4.482 0.375 4.372  0.107
H: 3.451 -1.656 3.401  0.120
C: 7.212 -7.648 -2.390  -0.093
C: 6.992 -7.377 -1.033  -0.081
C: 6.398 -6.173 -0.645  -0.008
C: 6.091 -5.190 -1.601  -0.227
N: 5.679 -3.897 -1.165  -0.028
C: 6.642 -2.854 -1.299  -0.232
C: 6.805 -2.203 -2.525  -0.012
C: 7.734 -1.169 -2.638  -0.075
C: 8.509 -0.797 -1.531  -0.088
C: 8.397 -1.509 -0.333  -0.080
C: 7.469 -2.543 -0.216  -0.022
C: 4.385 -3.620 -0.729  -0.205
C: 4.135 -2.518 0.103  0.003
C: 2.829 -2.152 0.434  -0.016
C: 1.757 -2.958 0.021  -0.173
C: 0.284 -2.907 0.470  -0.174
C: -0.681 -2.653 -0.708  -0.175
C: -1.966 -3.204 -0.660  -0.010
C: -2.790 -3.202 -1.778  0.007
C: -2.349 -2.579 -2.949  -0.211
N: -3.125 -2.690 -4.097  -0.009
C: -3.112 -1.709 -5.103  -0.222
C: -3.382 -2.106 -6.417  -0.010
C: -3.415 -1.153 -7.432  -0.081
C: -3.237 0.199 -7.124  -0.103
C: -3.032 0.599 -5.801  -0.082
C: -2.933 -0.356 -4.787  -0.033
C: -4.158 -3.680 -4.171  -0.260
C: -5.486 -3.282 -3.960  -0.014
C: -6.528 -4.180 -4.192  -0.076
C: -6.243 -5.478 -4.628  -0.090
C: -4.915 -5.888 -4.797  -0.077
C: -3.866 -4.999 -4.544  -0.015
C: -1.117 -1.897 -2.965  -0.011
C: -0.304 -1.923 -1.838  -0.017
C: 2.017 -3.982 -0.890  -0.029
C: 3.305 -4.361 -1.233  0.009
C: 6.401 -5.428 -2.944  -0.015
C: 6.925 -6.664 -3.341  -0.079
H: 7.615 -8.614 -2.701  0.101
H: 7.278 -8.103 -0.268  0.103
H: 6.205 -5.944 0.406  0.121
H: 6.200 -2.531 -3.376  0.112
H: 7.851 -0.661 -3.595  0.103
H: 9.213 0.030 -1.610  0.100
H: 9.034 -1.275 0.521  0.104
H: 7.363 -3.138 0.697  0.124
H: 4.976 -1.964 0.510  0.106
H: 2.681 -1.235 1.007  0.108
H: 0.037 -3.950 0.791  0.160
H: -2.310 -3.682 0.254  0.106
H: -3.778 -3.667 -1.736  0.116
H: -3.568 -3.161 -6.613  0.114
H: -3.583 -1.478 -8.454  0.102
H: -3.267 0.936 -7.925  0.098
H: -2.952 1.654 -5.541  0.103
H: -2.751 -0.055 -3.753  0.117
H: -5.673 -2.253 -3.640  0.128
H: -7.554 -3.840 -4.043  0.104
H: -7.061 -6.168 -4.838  0.102
H: -4.692 -6.900 -5.139  0.104
H: -2.822 -5.298 -4.674  0.126
H: -0.796 -1.351 -3.847  0.112
H: 0.637 -1.377 -1.828  0.123
H: 1.184 -4.534 -1.317  0.126
H: 3.481 -5.206 -1.895  0.115
H: 6.230 -4.631 -3.666  0.102
H: 7.119 -6.848 -4.399  0.103

=====

C48H43AgBrGeNO5 | ωB97M-V/def2-TZVPD

Properties
- Total energy: -7083.75726 Eh
- HOMO-LUMO gap: 7.3 eV
- HOMO energy: -8.3605 eV

Each line ends with the Löwdin charge.
Positions of all 100 atoms, in Å:
Ag: -1.730 -0.640 -0.174  0.634
O: -3.248 5.015 -1.477  0.077
C: -2.477 4.271 -0.640  -0.297
C: -2.380 4.521 0.721  -0.004
C: -1.621 3.650 1.480  -0.120
N: -0.947 2.616 0.974  0.150
C: -0.998 2.449 -0.334  -0.370
Br: -3.776 0.273 -1.140  0.215
C: -1.780 3.210 -1.185  0.037
H: -3.698 5.701 -0.976  0.107
H: -2.903 5.353 1.178  0.116
H: -1.553 3.779 2.555  0.110
H: -1.882 2.970 -2.233  0.129
C: 3.872 -1.922 -3.244  0.022
C: 3.464 -0.901 -2.207  -0.566
C: 4.606 0.041 -1.876  0.026
O: 3.039 -1.559 -1.037  -0.017
C: 1.856 -0.955 -0.519  -0.148
C: 1.302 -0.127 -1.710  -0.147
O: 2.313 -0.213 -2.699  0.002
C: 0.923 1.393 -1.559  -0.213
O: -0.367 1.329 -0.833  -0.100
C: 0.608 1.981 -2.945  -0.137
C: 0.171 1.161 -3.985  -0.008
C: -0.238 1.696 -5.198  -0.064
C: -0.223 3.069 -5.402  -0.085
C: 0.196 3.900 -4.374  -0.072
C: 0.596 3.360 -3.159  -0.058
C: 1.985 2.172 -0.782  -0.136
C: 2.006 2.161 0.614  -0.032
C: 2.996 2.835 1.318  -0.063
C: 3.985 3.536 0.642  -0.085
C: 3.986 3.541 -0.746  -0.078
C: 3.000 2.861 -1.447  -0.059
C: 0.952 -2.091 0.057  -0.419
O: -0.136 -1.533 0.707  -0.319
C: 0.630 -3.107 -1.078  -0.128
C: -0.593 -3.151 -1.741  -0.050
C: -0.831 -4.023 -2.800  -0.078
C: 0.164 -4.890 -3.218  -0.094
C: 1.384 -4.886 -2.553  -0.078
C: 1.611 -4.012 -1.501  -0.036
C: 1.716 -2.825 1.181  -0.134
C: 1.182 -4.022 1.663  -0.043
C: 1.756 -4.684 2.738  -0.096
C: 2.886 -4.159 3.359  -0.098
C: 3.419 -2.965 2.896  -0.077
C: 2.836 -2.303 1.818  -0.013
H: 4.665 -2.554 -2.836  0.097
H: 4.240 -1.413 -4.137  0.094
H: 3.015 -2.544 -3.506  0.083
H: 5.462 -0.550 -1.544  0.096
H: 4.323 0.721 -1.076  0.074
H: 4.888 0.621 -2.758  0.098
H: 2.097 -0.300 0.309  0.126
H: 0.399 -0.619 -2.080  0.127
H: 0.157 0.084 -3.871  0.115
H: -0.575 1.031 -5.985  0.105
H: -0.536 3.485 -6.353  0.102
H: 0.202 4.976 -4.508  0.106
H: 0.888 4.034 -2.363  0.121
H: 1.230 1.644 1.159  0.106
H: 2.987 2.812 2.403  0.106
H: 4.750 4.073 1.191  0.102
H: 4.759 4.072 -1.289  0.106
H: 3.047 2.838 -2.528  0.123
H: -1.404 -2.530 -1.424  0.049
H: -1.801 -4.023 -3.288  0.103
H: -0.013 -5.571 -4.043  0.099
H: 2.167 -5.574 -2.856  0.105
H: 2.566 -4.033 -0.995  0.123
H: 0.298 -4.436 1.189  0.129
H: 1.327 -5.619 3.086  0.104
H: 3.343 -4.675 4.195  0.097
H: 4.301 -2.544 3.368  0.101
H: 3.286 -1.378 1.476  0.110
Ge: -3.806 -0.619 1.443  0.786
C: -4.121 1.105 2.273  -0.370
C: -3.462 1.411 3.465  -0.110
C: -3.765 2.582 4.152  -0.092
C: -4.714 3.458 3.640  -0.091
C: -5.362 3.165 2.444  -0.090
C: -5.065 1.994 1.760  -0.133
C: -3.140 -1.861 2.780  -0.364
C: -1.835 -2.348 2.853  -0.089
C: -1.489 -3.204 3.894  -0.062
C: -2.435 -3.560 4.847  -0.081
C: -3.735 -3.070 4.766  -0.089
C: -4.096 -2.221 3.727  -0.133
H: -5.163 -1.177 0.993  -0.033
H: -2.726 0.723 3.869  0.106
H: -3.260 2.808 5.084  0.106
H: -4.949 4.373 4.174  0.103
H: -6.108 3.845 2.047  0.104
H: -5.578 1.767 0.832  0.079
H: -1.093 -2.066 2.107  0.049
H: -0.477 -3.591 3.954  0.091
H: -2.160 -4.223 5.660  0.102
H: -4.472 -3.352 5.510  0.101
H: -5.113 -1.846 3.660  0.100

=====

C48H45N3O4P | ωB97M-V/def2-TZVPD

Properties
- Total energy: -2662.34705 Eh
- HOMO-LUMO gap: 4.9 eV
- HOMO energy: -9.6689 eV
- Net charge: +1

Each line ends with the Löwdin charge.
Positions of all 101 atoms, in Å:
C: -4.390 -0.275 2.677  -0.067
C: -3.717 0.341 1.641  -0.066
C: -2.394 0.024 1.397  -0.104
C: -1.748 -0.891 2.197  -0.330
P: -0.011 -1.255 1.882  1.100
C: 1.016 -0.949 3.334  -0.310
C: 2.355 -0.705 3.132  -0.098
C: 3.173 -0.401 4.205  -0.056
C: 2.647 -0.361 5.480  -0.064
C: 1.310 -0.635 5.685  -0.061
C: 0.493 -0.927 4.608  -0.071
C: 0.096 -2.998 1.456  -0.301
C: 1.270 -3.664 1.722  -0.061
C: 1.390 -5.003 1.398  -0.057
C: 0.329 -5.663 0.810  -0.072
C: -0.847 -4.990 0.543  -0.074
C: -0.962 -3.650 0.867  -0.080
C: 0.524 -0.301 0.446  -0.168
C: 0.970 1.009 0.482  -0.527
O: 1.263 1.605 -0.569  -0.015
C: 1.141 1.728 1.776  -0.180
C: 0.100 1.844 2.690  -0.051
C: 0.311 2.434 3.916  -0.071
C: 1.562 2.916 4.249  -0.081
C: 2.597 2.837 3.338  -0.078
C: 2.384 2.256 2.106  -0.034
C: -2.426 -1.535 3.207  -0.090
C: -3.750 -1.220 3.454  -0.056
H: -5.419 -0.024 2.874  0.110
H: -4.219 1.068 1.023  0.104
H: -1.862 0.491 0.583  0.096
H: 2.744 -0.704 2.126  0.118
H: 4.212 -0.168 4.040  0.116
H: 3.277 -0.104 6.316  0.111
H: 0.898 -0.608 6.681  0.110
H: -0.556 -1.110 4.761  0.088
H: 2.086 -3.135 2.189  0.102
H: 2.312 -5.524 1.598  0.112
H: 0.420 -6.706 0.559  0.109
H: -1.673 -5.505 0.080  0.100
H: -1.876 -3.111 0.672  0.105
H: 0.443 -0.788 -0.504  0.058
H: -0.864 1.438 2.453  0.084
H: -0.499 2.517 4.624  0.109
H: 1.730 3.362 5.216  0.106
H: 3.573 3.216 3.595  0.108
H: 3.185 2.177 1.393  0.123
H: -1.928 -2.297 3.785  0.113
H: -4.280 -1.712 4.253  0.112
C: 0.074 -4.595 -6.620  0.002
N: -0.948 -3.973 -5.800  -0.025
C: -2.137 -4.623 -5.555  -0.389
O: -2.454 -5.719 -5.963  0.122
C: -2.965 -3.712 -4.666  -0.140
C: -3.308 -4.392 -3.339  -0.087
C: -4.113 -5.650 -3.498  -0.245
C: -3.602 -6.879 -3.108  -0.042
C: -4.335 -8.035 -3.280  -0.068
C: -5.588 -7.980 -3.851  -0.076
C: -6.105 -6.767 -4.250  -0.068
C: -5.372 -5.612 -4.074  -0.043
N: -2.162 -2.467 -4.474  0.074
C: -2.607 -1.369 -3.808  0.036
C: -1.847 -0.229 -3.641  -0.064
C: -2.229 0.926 -3.000  0.060
C: -1.378 2.069 -2.895  -0.187
C: -0.092 2.096 -3.464  0.072
C: 0.719 3.201 -3.361  -0.125
N: 2.025 3.188 -4.008  -0.297
O: 2.767 4.179 -3.879  0.089
O: 2.342 2.192 -4.683  0.067
C: 0.271 4.320 -2.678  0.048
C: -0.989 4.326 -2.114  -0.025
C: -1.806 3.223 -2.215  0.010
C: -0.846 -2.613 -5.194  -0.424
C: 0.322 -2.586 -4.210  0.020
C: -0.719 -1.584 -6.316  0.017
H: -0.261 -5.588 -6.919  0.101
H: 0.256 -4.000 -7.511  0.093
H: 1.001 -4.691 -6.059  0.093
H: -3.882 -3.440 -5.204  0.168
H: -2.368 -4.619 -2.829  0.123
H: -3.847 -3.698 -2.685  0.122
H: -2.617 -6.924 -2.677  0.109
H: -3.926 -8.982 -2.969  0.108
H: -6.156 -8.885 -3.995  0.108
H: -7.081 -6.721 -4.703  0.108
H: -5.773 -4.666 -4.393  0.110
H: -3.601 -1.401 -3.407  0.149
H: -0.860 -0.241 -4.047  0.061
H: -3.210 0.974 -2.565  0.129
H: 0.300 1.256 -4.004  0.114
H: 0.922 5.174 -2.607  0.132
H: -1.332 5.203 -1.591  0.120
H: -2.789 3.237 -1.777  0.120
H: 0.220 -3.397 -3.490  0.099
H: 1.269 -2.716 -4.731  0.097
H: 0.375 -1.657 -3.646  0.076
H: -1.532 -1.713 -7.029  0.105
H: -0.763 -0.560 -5.956  0.075
H: 0.220 -1.710 -6.854  0.097

=====

C48H46BBrN2O4P2PtSe | ωB97M-V/def2-TZVPD

Properties
- Total energy: -8069.33235 Eh
- 2S+1: 5
- HOMO-LUMO gap (alpha / beta): 7.0 / 5.7 eV
- HOMO energy (alpha / beta): -6.7335 / -7.3042 eV

Each line ends with the Mulliken spin population.
Positions of all 106 atoms, in Å:
Pt: -0.195 0.966 0.514  0.023
C: 0.504 4.189 -0.141  0.000
P: -0.077 2.691 -1.067  -0.006
C: 0.802 2.549 -2.659  0.002
C: 1.687 3.464 -3.198  0.000
C: 2.341 3.248 -4.421  0.000
C: 2.053 2.130 -5.135  -0.001
C: 1.169 1.211 -4.613  -0.008
C: 0.556 1.381 -3.390  0.009
C: -1.681 3.137 -1.748  0.001
C: -1.815 3.708 -3.010  0.001
C: -3.096 3.819 -3.573  0.000
C: -4.216 3.631 -2.833  0.000
C: -4.071 3.124 -1.519  0.000
C: -2.795 2.857 -1.003  -0.001
C: 0.173 3.897 1.216  0.001
C: -0.126 4.769 2.275  0.000
C: -0.450 3.979 3.390  0.007
C: -0.327 2.590 3.004  0.017
C: -0.604 1.344 3.675  0.014
P: 0.055 -0.052 2.595  -0.017
C: -0.822 -1.602 2.946  -0.003
C: -1.030 -1.947 4.259  0.006
C: -1.738 -3.086 4.586  0.000
C: -2.074 -3.957 3.516  0.005
C: -1.767 -3.671 2.206  0.007
C: -1.175 -2.461 1.908  0.000
C: 1.858 -0.385 2.934  0.415
C: 2.411 -1.450 2.434  0.093
C: 3.871 -1.823 2.599  0.679
C: 4.842 -1.239 3.456  -0.016
C: 3.851 0.601 4.342  -0.019
C: 2.487 0.737 3.829  0.444
N: -0.023 2.545 1.624  -0.005
H: -0.232 4.942 -0.452  0.001
H: 1.583 4.417 -0.280  0.000
H: 1.916 4.438 -2.704  0.000
H: 3.066 3.915 -4.782  0.000
H: 2.454 1.850 -6.147  0.000
H: 0.952 0.289 -5.204  0.001
H: -0.012 0.629 -2.953  0.005
H: -0.988 4.001 -3.772  0.000
H: -3.141 4.254 -4.576  0.000
H: -5.163 3.812 -3.315  0.000
H: -4.950 2.911 -0.953  0.000
H: -2.760 2.329 -0.037  0.000
H: 0.052 5.849 2.157  0.000
H: -0.626 4.434 4.346  0.000
H: -1.642 1.266 3.986  -0.001
H: -0.060 1.368 4.637  0.005
H: -0.702 -1.362 5.110  0.003
H: -1.799 -3.383 5.609  0.000
H: -2.619 -4.901 3.729  0.000
H: -1.999 -4.352 1.383  0.001
H: -0.923 -2.091 0.921  0.000
H: 1.765 -1.952 1.705  0.033
H: 4.227 -2.606 1.776  -0.006
H: 5.839 -1.766 3.390  -0.006
H: 4.183 1.448 4.932  -0.012
H: 1.923 1.480 4.370  -0.007
Se: 4.838 0.915 1.362  1.027
C: 4.992 0.345 3.264  0.150
C: 6.299 0.905 3.744  -0.017
C: 6.744 0.679 5.014  0.047
N: 6.233 -0.078 6.106  0.019
C: 5.128 -0.652 6.055  -0.009
C: 4.255 -0.786 4.904  0.174
H: 6.935 1.512 3.119  -0.014
H: 7.782 0.968 5.167  0.002
H: 4.771 -1.183 6.940  0.001
H: 3.349 -1.258 5.174  -0.010
Br: -1.525 -5.513 -2.868  0.018
C: -0.051 -4.344 -2.730  0.379
C: 1.094 -4.612 -3.479  -0.175
C: 2.289 -3.832 -3.265  0.454
C: 2.210 -2.667 -2.404  -0.216
C: 1.045 -2.350 -1.749  0.281
C: -0.167 -3.246 -1.666  -0.002
C: 0.998 -1.012 -1.062  0.082
O: 2.007 -0.339 -0.860  0.066
O: -0.221 -0.749 -0.655  -0.041
H: 1.187 -5.434 -4.197  -0.007
H: 3.140 -4.080 -3.866  0.028
H: 3.034 -1.904 -2.417  -0.011
H: -0.418 -3.732 -0.701  0.101
C: -5.022 -2.333 -1.360  0.000
C: -3.674 -1.625 -1.539  0.000
C: -3.592 -0.245 -0.854  0.002
O: -2.629 -2.486 -0.945  0.001
B: -1.584 -2.452 -1.870  0.038
O: -1.829 -1.821 -3.020  -0.036
C: -3.260 -1.469 -3.097  0.003
C: -3.353 -0.064 -3.593  0.000
C: -3.720 -2.500 -4.062  -0.002
H: -5.205 -2.454 -0.323  0.000
H: -4.893 -3.277 -1.855  0.000
H: -5.893 -1.839 -1.869  0.000
H: -3.692 -0.338 0.212  0.000
H: -4.483 0.272 -1.220  0.000
H: -2.749 0.358 -1.014  -0.001
H: -2.583 0.574 -3.133  -0.001
H: -4.336 0.418 -3.574  0.000
H: -3.047 -0.104 -4.644  0.000
H: -3.362 -3.520 -3.777  0.001
H: -3.189 -2.223 -5.028  -0.001
H: -4.775 -2.536 -4.242  0.001